--- one ---
The following is a DFT calculation (ωB97M-V/def2-TZVPD) of the molecule H2N2P2.

XYZ file:
```
6
Properties=species:S:1:pos:R:3:lowdin_charge:R:1
P 0.62246 -0.61913 0.55479 0.593
P 0.01767 1.24434 -0.93202 0.684
N 1.30055 0.24762 -0.79321 -0.621
N -0.84742 0.26080 0.19792 -0.550
H -1.27487 0.80485 0.90770 -0.027
H 0.18161 -1.93848 0.06482 -0.080
```

## Properties
Total charge: 0
Gap between HOMO and LUMO: 8.955 eV
E_HOMO: -9.235 eV

--- two ---
The following is a DFT calculation (ωB97M-V/def2-TZVPD) of a cluster of 2 separate species, H2N2P2 in total.

XYZ file:
```
6
Properties=species:S:1:pos:R:3:lowdin_charge:R:1
P -1.66227 -0.03125 -0.33345 0.520
P 1.83865 -0.61374 -0.55348 0.634
N -0.92343 -1.20017 0.31829 -0.496
N 2.20397 0.58106 0.27966 -0.463
H -3.09042 -0.16725 -0.00878 -0.153
H 1.63351 1.43135 0.29776 -0.042
```

## Properties
Total charge: 0
Gap between HOMO and LUMO (alpha / beta): 8.947 / 5.519 eV
E_HOMO (alpha / beta): -9.433 / -7.208 eV

Short version: two is the least stable of them.

--- one ---
The following is a DFT calculation (ωB97M-V/def2-TZVPD) of the molecule CH4FIP2.

XYZ file:
```
9
Properties=species:S:1:pos:R:3:lowdin_charge:R:1
I -2.51782 1.47812 -1.51974 0.046
P -1.69434 -1.79515 1.80974 0.599
P -1.35990 -0.12367 0.51606 0.312
F -0.84371 -2.80964 0.75975 -0.541
C 0.34272 -0.17309 -0.25315 -0.376
H -1.11695 1.03679 1.05316 -0.137
H 0.34825 -0.88650 -1.14525 0.066
H 0.78174 0.71484 -0.65489 0.024
H 1.02557 -0.60818 0.42031 0.007
```

## Properties
Total charge: 0
Gap between HOMO and LUMO (alpha / beta): 6.500 / 6.371 eV
E_HOMO (alpha / beta): -8.459 / -8.268 eV

--- two ---
The following is a DFT calculation (ωB97M-V/def2-TZVPD) of the molecule CH4FIP2.

XYZ file:
```
9
Properties=species:S:1:pos:R:3:lowdin_charge:R:1
I 3.54781 -0.51248 0.11314 0.285
P 1.42909 0.58089 0.60728 0.168
P 0.15139 -0.72954 -0.59867 0.519
F 1.49272 1.82068 -0.45151 -0.483
C -1.46200 0.02267 -0.08322 -0.444
H 0.21169 -1.70017 0.41126 -0.108
H -1.57846 0.98375 -0.58502 0.024
H -2.26946 -0.63191 -0.40803 0.021
H -1.52279 0.16611 0.99475 0.018
```

## Properties
Total charge: 0
Gap between HOMO and LUMO: 8.982 eV
E_HOMO: -8.947 eV

Short version: one is the least stable of them.

--- one ---
The following is a DFT calculation (ωB97M-V/def2-TZVPD) of a structure of composition C38H39BrCuN6O5Si2.

XYZ file:
```
92
Properties=species:S:1:pos:R:3:lowdin_charge:R:1
Br 4.92890 0.89720 3.03446 0.778
Cu -1.47304 0.03620 0.16606 0.209
Si 0.93746 3.95591 0.42258 0.509
Si -2.33593 2.11248 -0.24854 0.537
O 2.18167 1.96504 2.90534 0.044
O -3.08769 -1.31233 0.13955 -0.163
O 1.04149 2.40181 1.03075 -0.104
O 1.77620 -4.82178 -5.92772 -0.133
O -0.71416 -0.83477 2.68654 0.062
N -0.45023 -1.75828 -0.15845 0.052
N -1.44853 -6.60743 -0.59690 -0.032
N -0.02205 0.03266 4.66895 -0.046
N -1.88107 3.47301 3.60902 0.168
N -0.38744 -7.04835 -1.26956 -0.066
N -1.36589 1.29807 3.17119 0.212
C -1.90600 6.85663 0.44087 -0.118
C 3.60411 0.38305 -1.41375 -0.059
C -0.64610 -5.49067 -3.18672 -0.034
C 1.21586 -3.65282 -6.46374 -0.138
C -1.72992 -5.27033 -0.41024 -0.321
C 3.05461 1.16382 0.81932 -0.138
C 1.57578 3.98155 -1.33463 -0.149
C -0.75564 6.08916 0.47071 -0.138
C -0.78556 4.68441 0.39967 -0.246
C -1.29161 -2.83226 -0.18889 -0.132
C -3.12836 6.21070 0.33784 -0.103
C 1.36010 -6.76254 -2.86316 -0.067
C 2.08218 4.98166 1.52019 -0.127
C -3.06652 -4.94723 -0.15020 -0.075
C -3.16533 4.83176 0.22043 -0.124
C -0.72895 0.12218 3.43322 -0.477
C 0.03997 1.08508 5.50934 -0.084
C 4.31694 0.74461 1.24241 -0.582
C -0.11234 -4.96052 -4.35391 -0.052
C -0.80476 -4.16821 -0.33698 -0.097
C 1.16273 -5.31328 -4.77363 -0.315
C -2.68881 -2.52984 -0.00809 -0.404
C 2.06070 1.85325 1.70848 -0.492
C 1.41794 -3.24278 -0.21397 -0.064
C -3.53334 -3.64952 0.02982 -0.044
C -2.80774 2.48631 -2.08153 -0.264
C 0.76333 -1.16228 4.92959 -0.020
C 0.07264 -6.41201 -2.38824 -0.372
C -4.08899 1.87132 0.52032 -0.260
C 4.86038 -0.00423 -0.97538 -0.072
C 0.58987 -4.33443 -0.29997 -0.015
C -0.57785 2.25161 5.23711 -0.025
C 1.89148 -6.22556 -4.01756 -0.058
C -2.01998 4.01863 0.22336 -0.285
C -1.26677 2.31352 3.98169 -0.389
C 0.84450 -1.96636 -0.18045 -0.145
C 5.21427 0.17351 0.35393 -0.144
C 2.72043 0.96332 -0.52197 -0.047
H -0.51820 3.09501 5.90750 0.093
H 1.07778 -2.88425 -5.69581 0.092
H -4.88689 2.47647 0.07524 0.001
H -3.61534 3.22162 -2.16552 0.005
H 0.24574 -3.84059 -6.93971 0.080
H -1.53129 4.33233 3.99666 0.094
H 1.91040 -3.28712 -7.22108 0.076
H 1.93580 -7.46863 -2.27525 0.088
H -3.13490 1.55874 -2.55809 0.010
H -0.70871 -4.25786 -4.92217 0.093
H 2.36284 4.39676 2.39867 0.025
H 6.18449 -0.14144 0.71222 0.088
H 2.49466 -3.35509 -0.19118 0.086
H 1.39484 4.97034 -1.76204 0.033
H 0.19524 6.60644 0.54290 0.077
H 1.02552 3.25695 -1.93964 0.037
H 1.72119 1.22965 -0.83684 0.107
H 1.82770 -0.95379 4.80498 0.090
H 1.00383 -5.33263 -0.32652 0.100
H 0.61635 0.93416 6.41441 0.125
H 5.56560 -0.45708 -1.66033 0.104
H -4.58865 -3.47328 0.20988 0.091
H -4.33903 0.81825 0.36688 0.000
H -2.15768 3.51218 2.63615 0.068
H -1.84859 7.93746 0.50312 0.088
H 1.47263 -1.08897 -0.14983 0.072
H 2.88765 -6.49601 -4.35089 0.097
H -4.09098 2.03541 1.60132 0.008
H -1.95060 2.86184 -2.64938 -0.003
H 0.57576 -1.51836 5.94389 0.085
H 1.59996 5.88667 1.88516 0.016
H -4.05056 6.78237 0.32841 0.092
H 3.30195 0.21206 -2.43825 0.114
H 2.64220 3.75811 -1.41067 0.029
H 2.99985 5.26953 1.00312 0.034
H -1.63456 -5.18271 -2.87526 0.100
H -4.13023 4.35555 0.10421 0.075
H -3.75954 -5.78225 -0.12608 0.086
H 0.46085 -1.91845 4.21132 0.089
```

## Properties
Spin multiplicity: 2
Total charge: -2
Gap between HOMO and LUMO (alpha / beta): 2.836 / 3.715 eV
E_HOMO (alpha / beta): 0.612 / -0.267 eV

--- two ---
The following is a DFT calculation (ωB97M-V/def2-TZVPD) of a structure of composition C38H39BrCuN6O5Si2.

XYZ file:
```
92
Properties=species:S:1:pos:R:3:lowdin_charge:R:1
Br -2.30111 -0.40208 -6.60486 0.724
Cu 0.01729 -0.67019 -0.89639 0.262
Si 1.29063 -3.82042 -0.94200 0.584
Si 1.36160 -3.44118 1.37114 0.585
O -2.34916 3.51976 4.56896 -0.134
O -2.27126 -2.81972 0.34959 0.049
O -0.77830 -1.45825 -2.57934 -0.086
O -2.55597 -0.50097 -3.55772 -0.036
O 1.86123 0.16844 -0.38268 -0.188
N -3.40540 -1.03520 1.18216 -0.046
N -0.42487 1.46187 -1.10442 0.091
N -1.03764 -1.01484 1.00545 0.152
N 1.68936 5.74811 0.08530 -0.029
N 0.60745 6.26649 0.67878 -0.064
N 0.16984 0.69475 1.92532 0.209
C 3.89665 -7.09928 0.01325 -0.122
C -1.01781 0.12446 1.68928 -0.357
C -0.40365 -0.03524 -4.43613 -0.139
C 0.83327 0.41598 -3.96876 -0.017
C 2.89113 3.66476 -0.00919 -0.073
C 1.71340 4.37129 -0.16056 -0.325
C -0.26708 -4.52963 -1.69554 -0.201
C 1.85975 1.48275 -0.42465 -0.404
C -1.42283 5.90935 1.88178 -0.056
C 2.96826 2.26565 -0.13267 -0.034
C 3.26903 -5.78821 1.93712 -0.106
C -0.08448 5.55018 1.61809 -0.352
C -2.21572 0.75303 2.16772 0.020
C -0.08417 -3.93603 2.47260 -0.208
C 2.22667 -2.71860 -2.14086 -0.188
C -1.35067 -0.72458 -3.44411 -0.646
C 0.65213 2.21025 -0.73248 -0.155
C -2.20965 -1.69768 0.81519 -0.489
C -4.67282 -1.62635 0.79147 -0.026
C 3.96534 -6.85293 1.38384 -0.123
C 0.58146 3.62189 -0.63133 -0.097
C 1.70720 1.12829 -4.77182 -0.070
C -3.72505 3.76721 4.65514 -0.135
C 0.44615 4.51471 2.43831 -0.030
C 0.17152 0.91499 -6.59803 -0.166
C -0.62419 4.22590 -1.05548 -0.011
C 2.28035 -1.99871 2.14914 -0.197
C -1.66891 3.45557 -1.48592 -0.052
C 2.42840 -5.20511 -0.26457 -0.290
C 1.37449 1.38217 -6.09458 -0.106
C -1.53422 2.05509 -1.46917 -0.117
C -0.32268 3.89239 3.40377 -0.059
C 2.49623 -4.95789 1.12304 -0.293
C -0.70286 0.22409 -5.76914 -0.599
C -1.65528 4.24257 3.60046 -0.321
C -2.19866 5.26809 2.83707 -0.061
C 3.13397 -6.28097 -0.80742 -0.103
C -3.37204 0.15050 1.84148 -0.058
H -2.18319 1.68983 2.70423 0.094
H 1.47868 4.21931 2.31261 0.102
H 3.05747 -2.36839 2.82444 0.019
H 4.44596 -7.93422 -0.40895 0.086
H 0.28582 -4.44212 3.36981 0.018
H -2.34711 1.40768 -1.78553 0.105
H -5.39816 -1.51168 1.59805 0.082
H -0.83709 -5.08924 -0.95199 0.020
H -3.22838 5.57715 2.96647 0.088
H 2.62346 -1.83652 -1.63162 0.015
H 1.59625 -1.37283 2.72474 0.010
H -0.69344 5.30557 -1.03116 0.102
H 2.63999 1.48687 -4.35529 0.104
H 2.04537 1.93965 -6.73731 0.092
H -4.33661 0.57388 2.09346 0.124
H 4.56766 -7.49785 2.01500 0.085
H 3.90556 1.75680 0.06733 0.097
H -0.64812 -3.05323 2.77637 0.009
H -0.09945 1.08399 -7.63159 0.079
H -4.50176 -2.67951 0.59288 0.082
H -5.05557 -1.15664 -0.11652 0.097
H 0.94011 0.36689 1.33392 0.071
H -1.85328 6.70626 1.28612 0.093
H -0.88920 -3.71202 -2.06342 0.008
H 3.33302 -5.60781 3.00657 0.092
H 3.09414 -6.48387 -1.87368 0.094
H 1.54654 -2.36938 -2.91951 0.016
H 1.09809 0.21229 -2.93845 0.089
H 3.77055 4.22333 0.29503 0.092
H -0.76770 -4.60353 1.94668 0.020
H 0.17364 1.67475 2.17093 0.087
H -2.59300 3.90247 -1.82969 0.091
H -3.93840 4.79431 4.97511 0.084
H -4.12202 3.07555 5.39731 0.082
H -4.22905 3.59597 3.69591 0.087
H 3.05542 -3.26709 -2.59771 0.022
H 2.73836 -1.36799 1.38409 0.015
H -0.01744 -5.19643 -2.52726 0.023
H 0.10660 3.12126 4.03693 0.112
```

## Properties
Spin multiplicity: 2
Total charge: -2
Gap between HOMO and LUMO (alpha / beta): 4.264 / 5.176 eV
E_HOMO (alpha / beta): -0.267 / -1.181 eV

Short version: one is the least stable of them.

--- one ---
The following is a DFT calculation (ωB97M-V/def2-TZVPD) of a structure of composition C18H37OP3SY.

XYZ file:
```
61
Properties=species:S:1:pos:R:3:lowdin_charge:R:1
Y -0.35570 0.32036 -0.24003 0.822
S -1.27019 -1.98968 -1.56625 0.711
P -2.51379 1.76421 0.97529 0.722
P 0.96695 2.44806 1.37566 0.728
P 0.65673 -1.19643 1.97056 0.717
O -0.99673 3.60731 -1.60812 0.144
C 0.58762 -4.56724 -4.94803 0.037
C -2.41738 2.53659 2.63677 -0.239
C -0.33156 -1.03140 -3.92091 -0.091
C -0.10531 -1.09665 3.63308 -0.253
C 0.76949 4.26685 1.41189 -0.243
C 1.16096 -2.53146 -2.69805 -0.112
C -0.08252 -1.86470 -2.80770 -0.753
C -3.71104 2.92422 0.21536 -0.242
C 2.44908 -1.10608 2.38836 -0.250
C 2.73114 2.37769 0.85928 -0.250
C 1.16134 2.19850 3.18718 -0.249
C -0.68659 -4.48147 -4.53326 0.042
C 0.55533 -3.02236 1.77551 -0.265
C -3.61765 0.33800 1.32423 -0.251
C 0.68131 -0.73306 -4.82010 0.003
C -0.72267 2.58660 -1.11702 -0.155
C 1.96130 -1.23380 -4.57599 0.021
C 2.17462 -2.21795 -3.59242 -0.022
H 1.08049 -3.79294 -5.55588 0.081
H 0.45977 -0.16961 -5.72644 0.145
H 1.40469 4.67788 2.21201 0.074
H 3.34416 2.91512 1.59588 0.074
H 2.76320 -2.00377 2.93656 0.069
H -4.06755 2.53001 -0.74648 0.067
H -1.19205 -1.21060 3.53671 0.042
H -3.44767 2.64377 3.00191 0.076
H 3.02153 -1.04680 1.45561 0.043
H 0.17739 2.21581 3.67276 0.032
H 2.84267 2.86575 -0.12070 0.059
H 1.28000 -3.36799 -1.99395 0.136
H -0.27076 4.53895 1.62903 0.039
H 1.76015 3.03349 3.57472 0.072
H 3.08507 1.33972 0.80245 0.028
H -3.73855 -0.27702 0.42142 0.043
H 1.20596 -0.82065 -0.73566 -0.018
H 0.83244 -3.32381 0.75798 0.024
H -1.94199 3.52552 2.58077 0.047
H 2.77173 -0.84601 -5.19470 0.145
H -1.86433 1.88512 3.32291 0.034
H -1.21166 -5.38291 -4.20908 0.094
H 1.17488 -5.47685 -4.78220 0.096
H 1.67959 1.25908 3.40627 0.008
H -0.47139 -3.36995 1.95764 0.061
H 0.11419 -0.13715 4.10967 0.028
H 3.10569 -2.79799 -3.57331 0.149
H 1.22377 -3.53002 2.49394 0.071
H -1.27124 -3.55248 -4.58859 0.067
H 2.69573 -0.23141 2.99588 0.032
H -3.23486 3.89858 0.04706 0.055
H -1.33054 -0.60627 -4.00455 0.124
H -3.20285 -0.27597 2.13529 0.045
H 1.07705 4.70642 0.45398 0.062
H -4.56528 3.05546 0.89497 0.075
H -4.59368 0.73516 1.62754 0.072
H 0.25951 -1.90179 4.28331 0.077
```

## Properties
Total charge: +3
Gap between HOMO and LUMO (alpha / beta): 3.717 / 5.377 eV
E_HOMO (alpha / beta): -16.894 / -17.840 eV

--- two ---
The following is a DFT calculation (ωB97M-V/def2-TZVPD) of a structure of composition C18H37OP3SY.

XYZ file:
```
61
Properties=species:S:1:pos:R:3:lowdin_charge:R:1
Y -0.39520 0.23514 -1.81632 0.727
S 0.50794 -0.43352 -3.94814 0.793
P 2.03492 1.68059 -1.95737 0.726
P -1.72058 -1.56765 0.27814 0.781
P -1.74201 2.22217 -0.64536 0.703
O 1.25529 0.06656 1.34915 0.140
C 1.09602 -0.83847 -7.90141 -0.020
C 1.26237 -3.34606 -1.40505 -0.060
C -2.65507 2.11918 0.92179 -0.234
C -2.98514 2.51366 -1.94789 -0.239
C 1.86916 2.89270 -3.33296 -0.246
C -3.45869 -1.44546 -0.30722 -0.260
C -1.87271 -1.09657 2.03784 -0.247
C 2.26758 -2.61485 -6.79881 -0.023
C 3.60467 0.86486 -2.44193 -0.223
C 0.34336 -3.70639 -2.31414 -0.063
C 1.93672 -2.11445 -5.53849 -0.065
C 0.62359 -0.02048 0.35647 -0.165
C -1.58642 -3.38940 0.57098 -0.218
C 1.06284 -0.99993 -5.45719 -0.568
C 0.76138 -0.30693 -6.66055 -0.060
C 1.84510 -2.01699 -7.98854 0.019
C 2.62648 2.68891 -0.54692 -0.232
C -0.81369 3.75940 -0.48003 -0.242
H 0.18073 0.60495 -6.55714 0.114
H -1.93072 2.03352 1.74867 0.062
H -1.99328 -0.02181 2.14590 0.009
H -2.59496 -3.83472 0.58271 0.076
H 0.57316 -3.65842 -3.38364 0.047
H 2.11392 -2.43402 -8.97476 0.149
H -2.50364 2.61799 -2.93318 0.056
H -0.18391 3.95124 -1.35726 0.031
H 2.85278 -3.51994 -6.86269 0.129
H 0.70957 -0.34392 -8.79550 0.136
H 4.22917 0.72574 -1.54598 0.069
H -0.96063 -1.39008 2.56106 0.059
H -1.10587 -3.56889 1.54598 0.074
H 3.33668 3.43780 -0.92830 0.083
H -3.25729 3.03558 1.05020 0.087
H 2.86386 3.33207 -3.51390 0.074
H -3.49664 -1.73674 -1.36654 0.051
H -0.16212 3.70450 0.40073 0.056
H 4.12867 1.50844 -3.16614 0.072
H -3.69094 1.67258 -2.02268 0.058
H 3.39939 -0.11256 -2.90234 0.031
H -0.90175 -0.78642 -3.45266 -0.045
H 3.11290 2.01321 0.17567 0.060
H 1.02146 -3.20107 -0.34716 0.041
H -0.68488 -3.97393 -2.07206 0.051
H 2.34491 -2.57217 -4.63357 0.113
H -4.08906 -2.12463 0.28368 0.072
H -1.52176 4.58942 -0.35882 0.083
H 2.29028 -3.13681 -1.71154 0.064
H -3.31714 1.23882 0.95372 0.036
H -3.83031 -0.41688 -0.22743 0.022
H 1.50139 2.38644 -4.24034 0.034
H 1.13529 3.67407 -3.07678 0.043
H -3.52911 3.43499 -1.70254 0.080
H 1.79065 3.18639 -0.04381 0.019
H -2.72636 -1.60381 2.50370 0.087
H -0.97206 -3.85645 -0.20614 -0.006
```

## Properties
Total charge: +3
Gap between HOMO and LUMO: 7.267 eV
E_HOMO: -17.933 eV

Short version: one is the least stable of them.